{"formula": "C2H5N3O", "method": "wB97M-V/def2-TZVPD", "symbols": ["C", "N", "N", "C", "N", "O", "H", "H", "H", "H", "H"], "coordinates": [[-2.0521, 0.6565, -0.0287], [-0.7444, 0.4658, 0.5173], [0.1354, 0.1796, -0.3017], [1.4916, 0.0743, -0.0242], [1.9224, -1.2058, 0.1282], [2.2236, 1.0356, -0.0862], [-2.7310, -0.0084, 0.5064], [-2.1051, 0.4859, -1.1077], [-2.3456, 1.6800, 0.2096], [1.2926, -1.9856, 0.0782], [2.9126, -1.3782, 0.1086]], "forces_ev_per_angstrom": [[-0.5, 0.0, -0.4], [2.1, -0.2, 0.4], [-2.6, 0.3, -0.9], [1.3, -0.1, 0.6], [-0.1, 0.0, 0.1], [-0.2, 0.0, 0.1], [0.0, 0.0, 0.0], [0.1, 0.0, 0.1], [0.0, 0.0, 0.0], [0.0, 0.0, 0.0], [0.0, 0.1, 0.0]], "e_tot_ev": -8671.751, "fmax_ha_per_bohr": 0.053, "e_above_lowest_kj_mol": 182.48, "smiles": "C/N=N/C(N)=O", "homo_lumo_gap_ev": 9.87, "lumo_ev": 0.566}